Model 1:
This record from the OMol25 dataset describes C15H22N2O4 in the gas phase. The level of theory is ωB97M-V/def2-TZVPD.

XYZ file:
```
43
Properties=species:S:1:pos:R:3
C -4.2620 2.5540 -0.7145
C -3.6273 1.1489 -0.8870
C -3.5938 0.4250 0.4432
C -2.7770 1.2572 1.4273
C -3.0036 -0.9073 0.2490
N -1.6132 -0.8634 -0.1976
C -0.5726 -1.0524 0.6892
O -0.6807 -1.5350 1.7582
C 0.8214 -0.7391 0.1222
N 0.7568 0.2012 -0.9910
C 1.9392 -0.4954 1.1739
C 3.3105 -0.4240 0.6332
C 4.1282 -1.5253 0.2871
C 5.4583 -1.4985 -0.1722
C 6.0105 -0.2284 -0.4067
O 7.1946 -0.1460 -1.0194
C 5.1653 0.8973 -0.1965
C 3.8350 0.7508 0.3511
C -3.8831 -1.9161 -0.5640
O -5.0950 -1.8844 -0.4933
O -3.2737 -3.0053 -1.0981
H -3.7630 3.1644 0.0463
H -4.4497 3.1645 -1.6707
H -5.2948 2.5044 -0.4069
H -2.6061 1.1882 -1.3102
H -4.1506 0.4881 -1.5283
H -4.5922 0.1933 0.6592
H -1.8798 1.6413 0.7566
H -3.2394 2.1830 1.8024
H -2.5127 0.6688 2.3438
H -2.9939 -1.2692 1.2604
H -1.4605 -0.3467 -1.0886
H 1.0819 -1.7092 -0.3797
H 0.6864 1.0952 -0.5707
H 1.7319 0.1548 -1.3617
H 1.7596 0.4808 1.6829
H 1.8544 -1.3939 1.8787
H 3.7476 -2.5984 0.4675
H 6.0002 -2.4521 -0.3469
H 7.3811 0.7297 -1.3551
H 5.4189 1.8945 -0.4322
H 3.3712 1.7149 0.4752
H -2.3285 -2.5101 -1.3162
```

Values from the calculation:
structure (SMILES): CC[C@H](C)[C@H](NC(=O)[C@@H](N)Cc1ccc(O)cc1)C(=O)O
LUMO energy: 0.5 eV
HOMO-LUMO gap: 9.29 eV
E_HOMO: -0.3248 Eh
charge: 0


Model 2:
This record from the OMol25 dataset describes 2 unconnected molecules or ions with the total composition C15H22N2O4. The level of theory is ωB97M-V/def2-TZVPD.

XYZ file:
```
43
Properties=species:S:1:pos:R:3
C -1.4317 -0.7376 1.5026
C -0.7588 -0.0530 0.2784
C -1.0561 -2.3007 1.5167
C -0.1272 -2.6169 2.5172
C 1.2090 -2.3738 2.2748
C -0.2918 -3.2451 3.6957
C 2.3078 -2.8821 2.9819
C 0.6654 -3.5152 4.6464
C 2.0496 -3.3324 4.2478
C -0.4846 1.8303 -1.1694
C -1.1378 3.1454 -1.6138
C 0.1315 1.1353 -2.5687
C 0.7197 1.8464 -3.6535
C 1.8983 2.7883 -3.2669
C -0.2193 2.5517 -4.7169
H -3.2873 -0.6585 2.3355
H -3.3677 -0.7458 0.6938
H -0.8340 -0.2688 2.3723
H -1.9364 -3.0202 1.6004
H -0.5262 -2.6001 0.4757
H 1.5051 -1.5905 1.4307
H -1.3214 -3.4429 3.8455
H 3.3942 -2.5926 2.7183
H 0.3994 -4.0385 5.5760
H 3.9128 -2.4571 5.3369
H -1.8707 1.4931 0.4303
H 0.3608 2.1990 -0.4155
H -0.8980 0.7909 -2.9478
H 0.7668 0.3699 -2.2116
H 1.3687 0.9073 -4.0996
H 2.8131 2.4005 -2.6425
H 2.3380 3.3712 -4.1746
H 1.1038 3.6362 -2.7951
H 0.6294 3.2122 -5.3760
H -0.8117 3.3439 -4.0043
H -0.8805 1.8157 -5.4541
H -2.6578 2.0062 -1.6079
N -2.7894 -0.2509 1.4735
N -1.4749 0.8963 -0.4798
O 0.4253 -0.3095 -0.0890
O 3.0524 -3.8358 5.0568
O -0.4839 4.2004 -1.8987
O -2.4035 2.9277 -1.8216
```

Values from the calculation:
LUMO energy: -1.6 eV
HOMO-LUMO gap: 7.12 eV
E_HOMO: -0.3198 Eh
charge: 0


Model 3:
This record from the OMol25 dataset describes C15H22N2O4 in the gas phase. The level of theory is ωB97M-V/def2-TZVPD.

XYZ file:
```
43
Properties=species:S:1:pos:R:3
C 4.8657 -0.8024 -0.7788
C 4.5265 0.3703 0.1170
C 3.0717 0.8638 -0.0064
C 2.9264 2.2873 0.5691
C 1.9727 0.0037 0.6534
N 2.2840 -0.4152 2.0280
C 1.6510 -1.2451 -0.1445
O 2.3243 -2.2639 -0.0887
N 0.5301 -1.2848 -0.9539
C -0.6410 -0.4863 -0.9741
C -1.3997 -0.6197 0.3784
C -2.8897 -0.4252 0.2666
C -3.5213 0.6316 1.0106
C -4.8942 0.8901 0.8714
C -5.6565 0.0189 0.0890
O -6.9641 0.2854 0.0690
C -5.0721 -1.1217 -0.5200
C -3.6970 -1.3191 -0.4481
C -0.4480 0.9520 -1.4215
O 0.5830 1.4408 -1.8444
O -1.5052 1.7000 -1.3356
H 5.9172 -1.0688 -0.6946
H 4.8099 -0.5508 -1.8075
H 4.2807 -1.7157 -0.5780
H 4.7591 0.0379 1.1581
H 5.2253 1.1724 -0.1098
H 2.8189 0.9090 -1.0982
H 3.0983 2.3610 1.6632
H 3.5802 3.0406 0.0869
H 1.8765 2.6042 0.4875
H 1.0551 0.6152 0.7014
H 2.9219 -1.2031 2.0048
H 1.3918 -0.8545 2.3974
H 0.5386 -2.1905 -1.3996
H -1.2526 -0.8871 -1.8433
H -0.9163 0.1512 1.0438
H -1.1041 -1.6314 0.7986
H -2.9131 1.2347 1.6752
H -5.4408 1.6660 1.4044
H -7.4447 -0.4761 -0.3631
H -5.7243 -1.7976 -1.1066
H -3.2618 -2.1225 -1.0052
H -2.2624 1.2453 -0.9520
```

Values from the calculation:
structure (SMILES): CC[C@H](C)[C@H](N)C(=O)N[C@@H](Cc1ccc(O)cc1)C(=O)O
LUMO energy: 0.3 eV
HOMO-LUMO gap: 9.44 eV
E_HOMO: -0.3361 Eh
charge: 0


Which of them is most stable? Easy: model 3.


Model 1:
This record from the OMol25 dataset describes 2 unconnected molecules or ions with the total composition C3H6NO. The level of theory is ωB97M-V/def2-TZVPD.

XYZ file:
```
11
Properties=species:S:1:pos:R:3
C -1.1409 0.9979 -0.0132
C -0.0879 -1.1568 -0.0531
C 3.0058 0.0365 -0.0552
N -1.1117 -0.4272 0.0860
O 4.1069 0.2350 0.0489
H -0.1787 1.3862 -0.3436
H -1.3908 1.4322 0.9584
H 0.8950 -0.7151 -0.2503
H -0.1570 -2.2345 0.0362
H -1.9243 1.3016 -0.7110
H -2.0165 -0.8559 0.2967
```

Values from the calculation:
LUMO energy: -5.2 eV
HOMO-LUMO gap: 11.97 eV
E_HOMO: -0.6316 Eh
charge: +1


Model 2:
This record from the OMol25 dataset describes 2 unconnected molecules or ions with the total composition C3H6NO. The level of theory is ωB97M-V/def2-TZVPD.

XYZ file:
```
11
Properties=species:S:1:pos:R:3
C -2.9387 0.2006 -0.0948
C -1.7661 0.2354 0.0859
C 0.8789 0.3519 0.4633
N 1.2679 -0.9028 -0.1575
O 1.3998 1.5013 -0.1268
H -3.8088 -0.2353 -0.5463
H 0.4686 0.1974 1.4857
H 0.6307 -1.7062 0.1601
H 2.1962 -1.0602 0.0538
H 0.8740 -0.8068 -1.1529
H 0.7975 2.2247 -0.1704
```

Values from the calculation:
LUMO energy (alpha / beta): -5.6 / -6.6 eV
HOMO-LUMO gap (alpha / beta): 8.88 / 7.31 eV
E_HOMO (alpha / beta): -0.5328 / -0.5100 Eh
charge: +1


Which of them is most stable? Easy: model 1.


Model 1:
This record from the OMol25 dataset describes a molecular structure, C51H61Cl3N4O5PbSSb2. The level of theory is ωB97M-V/def2-TZVPD.

XYZ file:
```
128
Properties=species:S:1:pos:R:3
Pb 0.1473 0.2050 0.2313
C -4.4657 0.3634 -1.1898
C -4.9503 -0.3719 0.0568
C -4.1976 -1.6529 0.4119
Sb -2.3343 -1.4285 1.4206
C -3.0381 -0.7969 3.3216
C -4.3945 -0.6665 3.6026
C -4.8166 -0.3036 4.8743
C -3.8887 -0.0729 5.8774
C -2.5342 -0.2038 5.6072
C -2.1123 -0.5564 4.3343
C -1.8542 -3.4400 1.8510
C -0.7422 -3.7153 2.6408
C -0.4165 -5.0263 2.9533
C -1.1909 -6.0693 2.4667
C -2.2927 -5.8014 1.6698
C -2.6249 -4.4887 1.3618
Sb -2.6848 1.5299 -0.9868
C -2.8606 2.7230 -2.7301
C -3.6219 2.3232 -3.8223
C -3.7104 3.1324 -4.9487
C -3.0477 4.3484 -4.9829
C -2.2854 4.7527 -3.8953
C -2.1783 3.9359 -2.7795
C -3.3041 2.9284 0.4912
C -4.6329 3.1272 0.8521
C -4.9653 4.0471 1.8366
C -3.9742 4.7815 2.4710
C -2.6459 4.6033 2.1124
C -2.3167 3.6769 1.1315
H -5.2322 1.0626 -1.5287
H -4.2792 -0.3383 -2.0032
H -5.9914 -0.6554 -0.1261
H -4.9785 0.3092 0.9120
H -4.0035 -2.2483 -0.4796
H -4.8006 -2.2616 1.0884
H -5.1447 -0.8601 2.8473
H -5.8740 -0.2098 5.0804
H -4.2197 0.2062 6.8680
H -1.8057 -0.0345 6.3885
H -1.0490 -0.6431 4.1390
H -0.1222 -2.9117 3.0241
H 0.4410 -5.2340 3.5794
H -0.9370 -7.0918 2.7105
H -2.9008 -6.6118 1.2922
H -3.4963 -4.2979 0.7480
H -4.1648 1.3858 -3.8072
H -4.3122 2.8185 -5.7904
H -3.1340 4.9872 -5.8513
H -1.7876 5.7131 -3.9120
H -1.5855 4.2699 -1.9341
H -5.4262 2.5748 0.3626
H -6.0026 4.1962 2.1046
H -4.2378 5.4992 3.2353
H -1.8715 5.1908 2.5885
H -1.2741 3.5598 0.8453
O -0.3700 1.3092 2.4948
H 0.3397 1.9680 2.5583
H -1.2043 1.7703 2.6692
O 2.0086 2.1591 1.4549
H 2.8675 1.7263 1.3412
H 2.0605 2.9692 0.9331
O -1.9162 -1.7978 -1.8850
H -0.9580 -1.8294 -2.0332
H -2.2792 -2.5231 -2.4053
C 1.6635 5.2236 -3.5141
C 2.5721 4.0156 -3.2672
C 2.8642 3.2833 -4.5802
C 3.8739 4.4429 -2.5810
C 1.8614 3.0820 -2.3680
N 1.3182 2.3538 -1.6643
H 2.1543 5.8916 -4.2213
H 1.4830 5.7751 -2.5916
H 0.7062 4.9186 -3.9341
H 3.4269 3.9489 -5.2342
H 1.9407 3.0102 -5.0911
H 3.4602 2.3865 -4.4110
H 4.3921 5.1547 -3.2229
H 4.5339 3.5928 -2.4104
H 3.6740 4.9311 -1.6277
Cl 4.6703 4.6094 5.0316
C 4.8161 2.9030 4.7951
C 4.8595 2.0517 5.8904
C 4.9821 0.6921 5.6758
C 5.0539 0.1479 4.3930
C 5.2064 -1.3493 4.2463
C 3.8712 -2.0961 4.3945
N 3.0679 -2.0057 3.1823
C 3.1786 -2.8465 2.1020
C 2.3232 -2.3672 1.1601
N 1.7042 -1.2390 1.6451
C 2.1846 -1.0490 2.8588
O 6.0614 -1.8368 5.2571
C 7.2464 -2.4669 4.7675
C 6.9536 -3.6191 3.8514
C 6.3321 -4.7754 4.2247
Cl 5.7862 -5.1796 5.7988
S 6.1270 -5.8759 2.9304
C 6.8827 -4.7931 1.8421
C 7.2699 -3.6453 2.4605
C 4.9936 1.0348 3.3297
Cl 5.0213 0.4527 1.6730
C 4.8905 2.4062 3.5072
H 4.8138 2.4558 6.8908
H 5.0563 0.0253 6.5244
H 5.5964 -1.5812 3.2511
H 3.2864 -1.7208 5.2342
H 4.0797 -3.1493 4.5745
H 3.8375 -3.6974 2.1181
H 2.0956 -2.7623 0.1858
H 1.9034 -0.2639 3.5417
H 7.7808 -2.7944 5.6583
H 7.8702 -1.7339 4.2446
H 7.0233 -5.0727 0.8122
H 7.7840 -2.8392 1.9571
H 4.8787 3.0749 2.6596
C -0.0743 0.4529 -4.0197
N 1.1123 -0.3874 -4.0375
C 1.8416 -0.4666 -5.2950
C 1.4751 -1.1210 -2.9963
O 0.8724 -1.1925 -1.9117
H 0.1793 1.4423 -4.4001
H -0.4406 0.5479 -3.0023
H -0.8547 0.0205 -4.6478
H 2.1484 0.5314 -5.6074
H 1.2103 -0.9010 -6.0708
H 2.7261 -1.0864 -5.1684
H 2.3913 -1.7013 -3.1576
```

Values from the calculation:
LUMO energy: -4.4 eV
HOMO-LUMO gap: 8.08 eV
E_HOMO: -0.4578 Eh
charge: +2


Model 2:
This record from the OMol25 dataset describes a molecular structure, C51H61Cl3N4O5PbSSb2. The level of theory is ωB97M-V/def2-TZVPD.

XYZ file:
```
128
Properties=species:S:1:pos:R:3
Pb 0.7602 0.5783 0.1583
C -2.6216 -0.6167 -2.2763
C -1.6594 -1.3796 -3.1789
C -0.3291 -1.7408 -2.5237
Sb -0.3382 -3.6164 -1.4000
C -0.2051 -4.9119 -3.1204
C 0.0898 -6.2476 -2.8683
C 0.3727 -7.1121 -3.9123
C 0.3434 -6.6525 -5.2203
C 0.0054 -5.3353 -5.4806
C -0.2681 -4.4661 -4.4338
C 1.8277 -3.6961 -1.1678
C 2.6825 -4.1005 -2.1868
C 4.0334 -4.2997 -1.9416
C 4.5511 -4.1114 -0.6701
C 3.7063 -3.7078 0.3500
C 2.3616 -3.4939 0.0986
Sb -3.3414 -1.7702 -0.5904
C -4.8068 -0.3162 0.0770
C -5.6786 0.3603 -0.7627
C -6.5902 1.2681 -0.2440
C -6.6492 1.4958 1.1225
C -5.8009 0.8047 1.9738
C -4.8799 -0.0872 1.4476
C -4.7054 -3.0547 -1.6358
C -5.2795 -4.0861 -0.9027
C -6.1836 -4.9487 -1.4988
C -6.5081 -4.7953 -2.8373
C -5.9372 -3.7686 -3.5704
C -5.0392 -2.8976 -2.9728
H -3.4855 -0.2893 -2.8553
H -2.1196 0.2715 -1.8852
H -1.4548 -0.7467 -4.0515
H -2.1429 -2.2887 -3.5517
H -0.0130 -0.9127 -1.8677
H 0.4437 -1.8656 -3.2815
H 0.1056 -6.6133 -1.8475
H 0.6217 -8.1440 -3.7123
H 0.5697 -7.3215 -6.0373
H -0.0381 -4.9790 -6.5007
H -0.5406 -3.4428 -4.6611
H 2.2959 -4.2938 -3.1813
H 4.6850 -4.6311 -2.7391
H 5.5991 -4.2959 -0.4777
H 4.0897 -3.6040 1.3563
H 1.7116 -3.1930 0.9094
H -5.6672 0.1675 -1.8289
H -7.2602 1.7991 -0.9050
H -7.3674 2.1936 1.5280
H -5.8650 0.9522 3.0439
H -4.2225 -0.6399 2.1155
H -5.0165 -4.2117 0.1412
H -6.6297 -5.7442 -0.9208
H -7.2091 -5.4701 -3.3057
H -6.1901 -3.6426 -4.6128
H -4.5967 -2.1048 -3.5632
O -0.2727 -1.5544 1.2779
H -0.0862 -1.9280 2.1455
H -1.2397 -1.5773 1.1502
O 2.4856 2.1282 -0.9168
H 2.9298 1.3431 -1.3230
H 3.1346 2.5140 -0.3125
O -1.9474 0.7251 0.6190
H -2.3025 0.8063 1.5125
H -2.4026 1.3995 0.1003
C 5.3742 -0.8045 2.6770
C 4.1482 -0.4497 3.5387
C 3.6103 -1.6861 4.2819
C 4.4995 0.6545 4.5440
C 3.1147 -0.0155 2.6344
N 2.2947 0.2622 1.8786
H 6.1189 -1.2887 3.3048
H 5.8169 0.0931 2.2481
H 5.1004 -1.4800 1.8695
H 4.3914 -2.0693 4.9341
H 3.3244 -2.4744 3.5889
H 2.7516 -1.4300 4.8996
H 5.2720 0.2855 5.2155
H 3.6290 0.9404 5.1316
H 4.8885 1.5364 4.0416
Cl 6.4842 3.9586 -1.2341
C 5.2598 4.6941 -0.2711
C 4.7708 5.9525 -0.5886
C 3.7803 6.5070 0.2001
C 3.2523 5.8297 1.2949
C 2.1474 6.4641 2.1069
C 0.7620 6.2631 1.4190
N 0.3117 4.8965 1.5055
C -0.3780 4.3526 2.5520
C -0.4445 3.0144 2.3136
N 0.1953 2.7349 1.1354
C 0.6458 3.8939 0.6825
O 2.3707 7.8424 2.2489
C 2.2544 8.3569 3.5797
C 1.0269 7.8870 4.3051
C -0.2396 8.3350 4.0509
Cl -0.6893 9.5446 2.9255
S -1.4357 7.5253 5.0036
C -0.2201 6.5658 5.7515
C 1.0223 6.8655 5.2954
C 3.7691 4.5745 1.5973
Cl 3.1716 3.6687 2.9566
C 4.7731 4.0011 0.8293
H 5.1679 6.4917 -1.4344
H 3.4063 7.4975 -0.0088
H 2.1046 5.9754 3.0853
H 0.8267 6.5719 0.3753
H 0.0527 6.9087 1.9345
H -0.7690 4.9450 3.3567
H -0.8969 2.2460 2.9085
H 1.1827 4.0227 -0.2390
H 2.2329 9.4384 3.4485
H 3.1424 8.0821 4.1591
H -0.5031 5.8485 6.4995
H 1.9213 6.3960 5.6611
H 5.2087 3.0510 1.1073
C 5.0824 0.6693 -3.1770
N 4.1900 -0.4384 -3.4632
C 4.2458 -0.9850 -4.8050
C 3.2847 -0.8354 -2.5869
O 3.0831 -0.3043 -1.4816
H 6.1103 0.3798 -3.3988
H 5.0035 0.9253 -2.1235
H 4.8184 1.5367 -3.7846
H 5.2740 -0.9819 -5.1625
H 3.6459 -0.3736 -5.4835
H 3.8671 -2.0055 -4.8209
H 2.7072 -1.7119 -2.8944
```

Values from the calculation:
LUMO energy: -4.5 eV
HOMO-LUMO gap: 7.42 eV
E_HOMO: -0.4365 Eh
charge: +2


Which of them is most stable? Easy: model 1.


Model 1:
This record from the OMol25 dataset describes a gas-phase ion, C5H6NO (charge +1). The level of theory is ωB97M-V/def2-TZVPD.

XYZ file:
```
13
Properties=species:S:1:pos:R:3
C -1.7314 -0.3571 -0.2861
N -0.6395 0.3065 -0.1692
C 0.8883 0.2888 -0.5510
C 1.9664 -0.7655 -0.3773
C 1.9269 0.3467 0.6188
O 1.6546 1.4095 -0.2929
C -1.9451 1.0432 -0.0091
H -2.0583 -1.2374 -0.6305
H 2.5913 -0.9588 -1.2331
H 1.7638 -1.7064 -0.0579
H 1.8313 0.2401 1.7164
H -2.1182 1.7759 -0.9141
H -2.0446 1.2957 1.0430
```

Values from the calculation:
structure (SMILES): C1=[N+]([C@@]23C[C@H]2O3)C1
LUMO energy (alpha / beta): -5.3 / -5.3 eV
HOMO-LUMO gap (alpha / beta): 8.30 / 8.30 eV
E_HOMO (alpha / beta): -0.4986 / -0.4986 Eh
charge: +1


Model 2:
This record from the OMol25 dataset describes a gas-phase ion, C5H6NO (charge +1). The level of theory is ωB97M-V/def2-TZVPD.

XYZ file:
```
13
Properties=species:S:1:pos:R:3
C -0.9391 -0.3926 -0.3505
C -0.4468 -0.0663 -1.6606
C 0.9456 0.1223 1.3762
C 0.4568 1.0693 -1.4084
C -0.5211 0.0901 0.9387
N 0.9421 1.5017 1.1322
O 0.8521 1.6993 -0.2789
H -1.8694 -0.8769 -0.1263
H 0.9947 0.0114 2.4290
H 1.5509 -0.5869 0.7346
H 0.9160 1.5457 -2.2592
H -1.0437 -0.4796 -2.4825
H -1.2019 0.4332 1.6718
```

Values from the calculation:
LUMO energy: -6.5 eV
HOMO-LUMO gap: 8.52 eV
E_HOMO: -0.5514 Eh
charge: +1


Which of them is most stable? Easy: model 2.


Model 1:
This record from the OMol25 dataset describes a gas-phase ion, C5H6NO (charge +1). The level of theory is ωB97M-V/def2-TZVPD.

XYZ file:
```
13
Properties=species:S:1:pos:R:3
C -1.2322 -0.7049 2.5976
N -1.1485 -0.1105 1.6136
C -1.4391 0.6097 0.4600
C -0.8220 0.6743 -0.7528
C 0.4052 0.0633 -1.0947
C 1.6462 0.0271 -0.5532
O 2.6748 -0.5622 -1.0664
H -1.2483 -1.4649 3.3320
H -2.3203 1.2581 0.5501
H -1.4119 1.1463 -1.5431
H 0.4121 -0.2395 -2.1328
H 2.0221 0.5469 0.3338
H 2.4618 -1.2438 -1.7441
```

Values from the calculation:
structure (SMILES): C#[N+]/C=C\C=C\O
LUMO energy (alpha / beta): -5.1 / -5.1 eV
HOMO-LUMO gap (alpha / beta): 7.86 / 7.86 eV
E_HOMO (alpha / beta): -0.4746 / -0.4746 Eh
charge: +1


Model 2:
This record from the OMol25 dataset describes a gas-phase ion, C5H6NO (charge +1). The level of theory is ωB97M-V/def2-TZVPD.

XYZ file:
```
13
Properties=species:S:1:pos:R:3
C -0.9505 1.4000 0.5402
C 0.2328 1.3190 -0.3300
C 1.4179 0.4935 -0.1256
O 2.2557 -0.2871 0.3771
C 1.2447 -0.8753 -0.4609
C -0.2434 -1.1361 0.0263
N -0.8725 0.2004 -0.3616
H -0.6919 1.0788 1.6242
H -1.7148 2.0981 0.3959
H 1.7231 -1.4150 -1.2683
H -0.7891 -1.9142 -0.2936
H -0.0851 -1.2422 1.0172
H -1.5269 0.2798 -1.1409
```

Values from the calculation:
structure (SMILES): C1C2=C3O[C@H]3C[N@@H+]12
LUMO energy: -5.0 eV
HOMO-LUMO gap: 9.38 eV
E_HOMO: -0.5292 Eh
charge: +1


Which of them is most stable? Easy: model 1.